Entry 1:
C26H43N4O9P | ωB97M-V with the def2-TZVPD basis set

Last column: Mulliken charge in e.
Positions of all 83 atoms, in Å:
1 C 4.97 -1.20 -0.25  -0.6706
2 C 3.83 -1.90 -0.25  -0.4893
3 C 2.63 -1.58 0.59  -0.3292
4 C 1.62 -0.71 -0.13  0.1819
5 C 1.66 -0.47 -1.52  -0.9885
6 C 0.71 0.29 -2.14  0.3796
7 P 0.87 0.54 -3.93  0.2594
8 N 0.99 -0.80 -4.76  -0.7149
9 C -0.35 0.86 -1.39  0.2876
10 N -1.32 1.59 -2.01  -0.4850
11 C -2.26 2.07 -1.26  0.0457
12 N -3.32 2.82 -1.83  -0.3887
13 C -4.28 1.89 -2.49  -0.4972
14 C -5.10 1.10 -1.44  -0.4297
15 C -4.67 -0.36 -1.26  -1.0088
16 C -2.27 1.86 0.16  -0.2064
17 N -1.37 1.18 0.79  -0.6067
18 C -0.39 0.64 0.00  0.0540
19 C 0.61 -0.14 0.60  -0.3955
20 H 5.30 -0.74 0.68  0.2775
21 H 5.54 -1.07 -1.16  0.2666
22 H 3.77 -2.80 -0.86  0.4739
23 H 2.11 -2.51 0.88  0.1523
24 H 2.91 -1.10 1.53  0.4315
25 H 2.45 -0.92 -2.11  0.4724
26 H 1.98 1.41 -4.05  0.0711
27 H -0.23 1.31 -4.28  0.0811
28 H 1.86 -0.81 -5.27  0.2371
29 H -2.87 3.31 -2.60  0.3723
30 H -3.74 1.18 -3.12  0.3175
31 H -4.98 2.48 -3.09  0.4016
32 H -5.04 1.66 -0.51  0.1793
33 H -6.14 1.12 -1.76  0.4303
34 H -4.13 -0.74 -2.13  0.2704
35 H -4.02 -0.49 -0.40  0.2344
36 H -5.55 -0.99 -1.12  0.3451
37 H -3.07 2.31 0.73  0.5154
38 H 0.58 -0.29 1.67  0.4738
39 C -5.21 4.51 2.95  -1.0450
40 C -6.45 4.05 3.68  -0.2184
41 O -7.60 4.84 3.35  -0.3512
42 C -8.18 4.53 2.19  0.7906
43 O -7.85 3.65 1.44  -0.5497
44 O -9.20 5.37 2.01  -0.3371
45 C -9.90 5.18 0.78  -0.6305
46 H -5.04 5.58 3.12  0.3153
47 H -4.34 3.96 3.29  0.3476
48 H -5.32 4.36 1.88  0.2673
49 H -6.32 4.16 4.76  0.2998
50 H -6.66 2.99 3.49  0.3084
51 H -10.21 4.14 0.65  0.2934
52 H -9.28 5.49 -0.06  0.2896
53 H -10.78 5.82 0.83  0.2203
54 C 11.89 -0.26 -1.09  -1.0960
55 C 10.93 -0.67 -2.19  -0.1877
56 O 9.56 -0.51 -1.78  -0.3574
57 C 9.09 0.73 -1.86  0.7166
58 O 9.69 1.70 -2.24  -0.5624
59 O 7.83 0.71 -1.42  -0.2196
60 C 7.20 2.00 -1.39  -0.6897
61 H 11.66 -0.80 -0.17  0.2907
62 H 12.92 -0.49 -1.39  0.3575
63 H 11.81 0.80 -0.89  0.3113
64 H 11.04 -1.73 -2.42  0.2938
65 H 11.11 -0.12 -3.11  0.3170
66 H 7.29 2.50 -2.35  0.3266
67 H 7.64 2.61 -0.61  0.3140
68 H 6.15 1.81 -1.17  0.1854
69 C 0.24 -7.90 2.70  -1.0834
70 C -0.75 -7.36 1.69  -0.1730
71 O -1.67 -6.44 2.30  -0.3713
72 C -1.21 -5.21 2.49  0.7885
73 O -0.12 -4.80 2.18  -0.5574
74 O -2.17 -4.49 3.07  -0.3458
75 C -1.79 -3.15 3.38  -0.5636
76 H -0.29 -8.34 3.55  0.2960
77 H 0.87 -8.66 2.24  0.3566
78 H 0.88 -7.11 3.09  0.2975
79 H -1.36 -8.16 1.29  0.2940
80 H -0.24 -6.87 0.86  0.3027
81 H -1.39 -2.65 2.50  0.2183
82 H -1.06 -3.14 4.18  0.2915
83 H -2.69 -2.63 3.71  0.2476

Values from the calculation:
structure (SMILES): C=CCc1cc([PH2]=N)c2nc(NCCC)cnc2c1.CCOC(=O)OC.CCOC(=O)OC.CCOC(=O)OC
relative energy (zero: lowest compared OMol25 entry of this formula, charge and spin): 0.0 kJ/mol
electronic energy: -61334.6036 eV
orbital gap: 0.296 Ha
strongest force on any atom: 1.21 eV Å⁻¹
net charge: 0

Entry 2:
C30H49N7O5S | ωB97M-V with the def2-TZVPD basis set

Last column: Mulliken charge in e.
Positions of all 92 atoms, in Å:
1 C -0.32 1.23 1.94  -1.2913
2 C 0.48 0.02 1.39  0.4384
3 C 0.19 -0.34 -0.07  -0.1803
4 C -0.86 -1.40 -0.32  0.0980
5 C -0.61 -2.50 -1.10  0.2285
6 C 0.68 -2.80 -1.81  0.0870
7 C 1.49 -3.87 -1.07  -0.7194
8 N 2.01 -3.45 0.24  -0.6580
9 C -1.61 -3.50 -1.30  -0.7733
10 C -2.86 -3.44 -0.76  -1.0883
11 C -3.16 -2.30 0.03  0.8906
12 N -4.33 -2.07 0.62  -0.7154
13 S -4.16 -0.65 1.37  0.0666
14 N -2.66 -0.30 0.99  -0.3569
15 C -2.18 -1.30 0.24  0.4986
16 O 1.88 0.27 1.59  -0.4051
17 C 2.43 1.21 0.70  -0.6044
18 C 3.65 1.84 1.29  0.4231
19 C 4.85 1.14 1.36  -1.0264
20 C 5.99 1.75 1.88  -0.1900
21 C 5.95 3.06 2.32  -0.5489
22 C 4.75 3.76 2.27  -0.6989
23 C 3.61 3.15 1.75  -0.4028
24 H -0.98 0.89 2.73  0.2058
25 H 0.38 1.91 2.41  0.5377
26 H -0.89 1.73 1.18  0.3073
27 H 0.28 -0.85 2.00  0.4643
28 H 1.11 -0.75 -0.47  -0.2930
29 H -0.01 0.55 -0.67  0.4701
30 H 0.43 -3.14 -2.81  -0.9338
31 H 1.31 -1.93 -1.96  0.7347
32 H 2.33 -4.16 -1.69  0.4294
33 H 0.88 -4.76 -0.92  0.3860
34 H 1.22 -3.22 0.83  0.3478
35 H 2.56 -2.61 0.12  0.2819
36 H -1.35 -4.34 -1.93  0.4661
37 H -3.61 -4.19 -0.92  0.4463
38 H 2.74 0.71 -0.23  0.4000
39 H 1.73 2.00 0.41  0.4838
40 H 4.93 0.12 1.02  0.4684
41 H 6.91 1.18 1.91  0.4707
42 H 6.85 3.51 2.70  0.4324
43 H 4.73 4.78 2.62  0.3879
44 H 2.69 3.72 1.72  0.4270
45 C -9.42 2.45 1.06  -1.1951
46 C -9.92 1.05 0.77  0.7494
47 O -11.10 0.76 0.81  -0.6431
48 N -8.98 0.12 0.44  -0.1393
49 C -7.54 0.28 0.34  -0.8050
50 H -10.28 3.07 1.30  0.2898
51 H -8.74 2.45 1.91  0.3314
52 H -8.91 2.87 0.20  0.3359
53 H -9.37 -0.79 0.26  0.2088
54 H -7.22 0.03 -0.67  0.2711
55 H -7.05 -0.40 1.04  0.2878
56 H -7.25 1.30 0.56  0.3151
57 C -1.07 -3.96 -5.27  -1.2260
58 C 0.33 -3.57 -5.69  0.7652
59 O 1.30 -3.79 -4.98  -0.6473
60 N 0.48 -2.95 -6.89  -0.1717
61 C -0.55 -2.61 -7.86  -0.8085
62 H -1.03 -4.44 -4.30  0.1376
63 H -1.71 -3.08 -5.20  0.3593
64 H -1.50 -4.66 -5.99  0.4786
65 H 1.43 -2.72 -7.10  0.2450
66 H -0.35 -3.11 -8.81  0.2853
67 H -0.56 -1.53 -8.02  0.2800
68 H -1.53 -2.92 -7.50  0.3142
69 C -0.59 2.66 6.70  -1.3589
70 C -1.65 2.75 5.63  0.8514
71 O -1.50 3.42 4.62  -0.6412
72 N -2.80 2.05 5.83  -0.1489
73 C -3.15 1.20 6.95  -0.8271
74 H 0.26 3.27 6.40  0.3100
75 H -0.96 3.03 7.65  0.3948
76 H -0.25 1.63 6.83  0.3535
77 H -3.46 2.15 5.08  0.2065
78 H -3.34 0.18 6.61  0.2719
79 H -4.06 1.58 7.43  0.2886
80 H -2.35 1.18 7.69  0.3120
81 C 6.76 1.86 -3.94  -1.4173
82 C 6.00 1.61 -2.66  0.9105
83 O 4.79 1.47 -2.65  -0.6235
84 N 6.72 1.54 -1.51  -0.0358
85 C 8.15 1.67 -1.33  -0.9618
86 H 6.05 1.89 -4.76  0.3086
87 H 7.29 2.81 -3.90  0.3605
88 H 7.48 1.06 -4.13  0.3666
89 H 6.15 1.37 -0.69  0.0946
90 H 8.56 0.76 -0.89  0.2819
91 H 8.37 2.50 -0.66  0.2786
92 H 8.65 1.85 -2.28  0.4139

Values from the calculation:
electronic energy: -63409.4684 eV
orbital gap: 0.302 Ha
strongest force on any atom: 0.84 eV Å⁻¹
net charge: 0

Entry 3:
C29H26F3GeIrN3O9S | ωB97M-V with the def2-TZVPD basis set

Last column: Löwdin spin population.
Positions of all 73 atoms, in Å:
1 Ir 1.86 -0.46 -0.65  0.8884
2 C 3.88 -5.51 -1.65  0.0009
3 O 3.17 -4.81 -0.62  0.0012
4 C 2.80 -3.54 -0.79  0.0053
5 O 2.17 -2.96 0.06  0.0480
6 N 3.14 -2.95 -1.99  0.0007
7 N 2.84 -1.58 -2.17  0.0045
8 H 4.00 -6.52 -1.28  0.0000
9 H 4.87 -5.07 -1.80  0.0001
10 H 3.32 -5.53 -2.58  0.0000
11 H 3.83 -3.35 -2.60  0.0001
12 H 2.39 -1.45 -3.07  0.0016
13 H 3.70 -1.03 -2.10  0.0011
14 O 1.41 1.64 -1.72  0.1209
15 C 1.03 2.00 -0.59  0.0075
16 O 1.04 1.18 0.39  -0.0029
17 C 0.54 3.38 -0.34  0.0022
18 C 0.18 4.19 -1.41  0.0014
19 C -0.32 5.46 -1.19  0.0001
20 C -0.44 5.89 0.12  0.0000
21 C -0.08 5.11 1.21  0.0002
22 C 0.41 3.84 0.97  0.0006
23 N -0.99 7.24 0.37  0.0000
24 O -1.08 7.61 1.53  0.0000
25 O -1.31 7.90 -0.59  0.0000
26 H 0.30 3.81 -2.42  0.0008
27 H -0.62 6.11 -1.99  0.0000
28 H -0.19 5.50 2.21  0.0000
29 H 0.70 3.19 1.79  0.0000
30 F 5.72 2.49 1.36  0.0001
31 C 4.50 2.00 1.16  0.0004
32 F 3.81 2.15 2.29  0.0000
33 F 3.91 2.73 0.21  0.0001
34 S 4.57 0.20 0.68  0.0020
35 O 5.87 -0.25 1.07  0.0010
36 O 3.43 -0.40 1.35  0.0129
37 O 4.30 0.24 -0.77  0.0022
38 C 0.22 -1.01 -1.18  -0.0913
39 Ge -1.40 -1.00 -0.05  -0.0051
40 C -2.12 -2.81 -0.16  -0.0006
41 C -1.32 -3.88 -0.56  -0.0011
42 C -1.82 -5.18 -0.56  -0.0001
43 C -3.13 -5.42 -0.18  0.0000
44 C -3.94 -4.36 0.22  0.0000
45 C -3.44 -3.07 0.23  0.0001
46 C -2.65 0.29 -0.81  -0.0032
47 C -2.54 1.64 -0.48  -0.0007
48 C -3.38 2.58 -1.05  0.0000
49 C -4.36 2.18 -1.95  -0.0004
50 C -4.48 0.84 -2.29  -0.0001
51 C -3.63 -0.10 -1.72  -0.0006
52 C -1.01 -0.58 1.81  0.0006
53 C 0.13 -1.10 2.42  0.0015
54 C 0.40 -0.83 3.75  0.0001
55 C -0.47 -0.04 4.49  0.0000
56 C -1.61 0.47 3.89  0.0000
57 C -1.88 0.20 2.56  0.0001
58 H 0.06 -1.21 -2.26  -0.0009
59 H -0.29 -3.71 -0.84  -0.0010
60 H -1.18 -6.00 -0.87  0.0000
61 H -3.52 -6.43 -0.18  0.0000
62 H -4.96 -4.55 0.53  0.0000
63 H -4.08 -2.25 0.55  0.0000
64 H -1.79 1.96 0.23  0.0000
65 H -3.28 3.63 -0.78  0.0000
66 H -5.02 2.91 -2.40  0.0000
67 H -5.25 0.53 -2.99  0.0000
68 H -3.74 -1.14 -1.99  0.0000
69 H 0.83 -1.72 1.86  0.0015
70 H 1.30 -1.22 4.21  0.0000
71 H -0.26 0.18 5.53  0.0000
72 H -2.30 1.09 4.46  0.0000
73 H -2.78 0.61 2.11  0.0000

Values from the calculation:
relative energy (zero: lowest compared OMol25 entry of this formula, charge and spin): 77.4 kJ/mol
electronic energy: -131730.4858 eV
orbital gap (alpha / beta): 0.280 / 0.283 Ha
spin multiplicity: 2
strongest force on any atom: 0.89 eV Å⁻¹
net charge: 0

Entry 4:
C4H9NO | ωB97M-V with the def2-TZVPD basis set

Last column: Löwdin spin population.
Positions of all 15 atoms, in Å:
1 C 1.90 2.00 0.26  0.0111
2 C 2.24 1.47 -0.91  0.0235
3 N 1.32 1.03 -1.93  0.0262
4 H 0.84 2.04 0.52  0.0032
5 H 2.69 2.30 0.95  0.0006
6 H 3.24 1.54 -1.29  0.0019
7 H 0.49 0.87 -1.35  0.0178
8 H 1.74 0.26 -2.42  0.0199
9 O -2.47 -3.37 1.10  0.2454
10 C -2.30 -2.29 0.48  0.4040
11 C -1.83 -1.03 1.18  0.1251
12 H -2.77 -2.21 -0.53  0.0522
13 H -1.50 -0.40 0.37  0.0151
14 H -1.01 -1.58 1.66  0.0125
15 H -2.57 -0.62 1.89  0.0415

Values from the calculation:
relative energy (zero: lowest compared OMol25 entry of this formula, charge and spin): 118.4 kJ/mol
electronic energy: -7828.7176 eV
orbital gap (alpha / beta): 0.101 / 0.254 Ha
spin multiplicity: 2
strongest force on any atom: 2.56 eV Å⁻¹
net charge: -1